1.
Computed, not measured: a molecular structure, C17H38BrN5OS4SbZr, with the ωB97M-V functional and the def2-TZVPD basis.

DFT total energy = -5473.356154 Ha
2S+1 = 2
HOMO (alpha / beta) = -0.51121 / -0.52044 hartree
Total charge = +2
Energy above the lowest of the compared OMol25 structures with the same formula, charge and spin = 15.28 kcal per mole

```
68
Properties=species:S:1:pos:R:3:forces:R:3
Zr -0.929203 1.222192 -0.914638 -0.2 -0.1 -0.1
S -3.526365 2.930520 -2.361306 -0.1 -0.1 0.1
Sb -1.542036 3.061503 -3.652909 0.2 -0.1 0.0
S -0.747542 0.779569 -3.402292 -0.1 0.2 0.0
S -0.911952 3.690205 -1.352872 0.1 0.2 -0.1
N -2.620585 1.883948 0.667544 -0.1 0.0 0.0
C -2.907207 1.193795 1.957381 0.0 0.1 0.0
C -2.976931 -0.309378 1.798119 0.0 -0.1 0.0
C -4.042385 -0.795978 0.805291 0.0 0.0 0.0
C -3.483463 -1.258066 -0.526939 0.0 0.0 -0.1
N -2.871059 -0.173866 -1.340822 -0.1 0.0 0.0
H -2.438462 2.866653 0.864381 0.0 0.0 0.0
H -3.476819 1.925823 0.115237 0.0 0.0 0.0
H -3.848744 1.574902 2.358515 0.0 0.0 0.0
H -2.120508 1.466825 2.659680 0.0 0.0 0.0
H -3.166413 -0.729457 2.786679 0.0 0.0 0.0
H -1.993681 -0.693607 1.494957 0.0 0.0 0.0
H -4.807250 -0.028231 0.642223 0.0 0.0 0.0
H -4.578315 -1.645920 1.228655 0.0 0.0 0.0
H -4.269534 -1.731372 -1.117719 0.0 0.0 0.0
H -2.715214 -2.013027 -0.346936 0.0 0.0 0.0
H -3.598590 0.493283 -1.609013 0.0 0.0 0.0
H -2.599808 -0.567239 -2.242131 0.0 0.0 0.0
N 1.446420 1.344489 -1.295964 0.1 0.0 -0.1
C 2.203753 2.408738 -2.027193 0.0 0.0 0.0
C 3.108664 3.195407 -1.099874 0.0 0.0 0.0
N 2.348751 3.827524 -0.023980 0.0 0.0 0.0
H 1.934420 1.152236 -0.423605 0.0 0.1 0.0
H 1.525145 0.500966 -1.853611 0.0 0.0 0.1
H 1.489951 3.062973 -2.525051 0.0 0.0 0.0
H 2.817772 1.947356 -2.801615 0.0 0.0 0.0
H 3.684597 3.893560 -1.716828 0.0 0.0 0.0
H 3.833064 2.511937 -0.647215 0.0 0.0 0.0
H 1.788055 4.585192 -0.401132 0.0 0.0 0.0
H 2.984468 4.252223 0.641806 0.0 0.0 0.0
C 3.814207 -2.030642 -2.337904 0.0 0.0 0.0
C 2.552156 -2.189419 -1.492571 0.0 0.0 -0.1
C 1.317463 -2.183769 -2.384676 0.1 0.0 0.0
S -0.272427 -2.062565 -1.568797 -0.1 0.1 0.0
O -0.172590 -0.799589 -0.659365 0.1 -0.2 0.1
C -0.228269 -3.474526 -0.435342 0.0 0.0 0.0
C 0.287782 -3.188425 0.968993 0.0 0.0 0.0
C 0.371182 -4.483473 1.772300 0.0 0.0 0.0
H 4.701955 -2.048651 -1.708414 0.0 0.0 0.0
H 3.808439 -1.087146 -2.887205 0.0 0.0 0.0
H 3.904388 -2.838154 -3.064551 0.0 0.0 0.0
H 2.484790 -1.378226 -0.762890 0.0 0.0 0.0
H 2.603185 -3.122059 -0.928571 0.0 0.0 0.0
H 1.229305 -3.093967 -2.986202 0.0 0.0 0.0
H 1.317964 -1.347292 -3.090957 0.0 0.0 0.0
H 0.376131 -4.221031 -0.955804 0.0 0.0 0.0
H -1.252272 -3.849003 -0.403730 0.0 0.0 0.0
H -0.390015 -2.489145 1.462947 0.0 0.0 0.0
H 1.268582 -2.711956 0.928496 0.0 0.0 0.0
H -0.596378 -4.984416 1.820130 0.0 0.0 0.0
H 0.691042 -4.275819 2.791947 0.0 0.0 0.0
H 1.087490 -5.176090 1.329726 0.0 0.0 0.0
Br 1.782177 -1.014595 4.063134 0.0 0.0 0.0
C 1.122424 0.515264 3.202823 0.0 0.0 0.0
C 1.132052 1.755550 3.822812 0.0 0.1 0.0
C 0.639207 2.840838 3.113965 0.0 -0.1 0.0
C 0.159704 2.648177 1.832477 0.0 0.1 0.0
N 0.123401 1.443135 1.247949 -0.1 0.0 -0.1
C 0.611601 0.396167 1.924871 0.0 0.0 0.0
H 1.517988 1.868688 4.826888 0.0 0.0 0.0
H 0.632358 3.832737 3.542726 0.0 0.0 0.0
H -0.204981 3.484584 1.252560 0.0 0.0 0.0
H 0.586966 -0.560858 1.425413 0.0 0.0 0.0
```
Forces are in eV/Å.

***

2.
Computed, not measured: a molecular structure, C17H38Cl3N2O4PSc, with the ωB97M-V functional and the def2-TZVPD basis.

DFT total energy = -3563.602459 Ha
HOMO = -0.41746 hartree
Total charge = +1
Energy above the lowest of the compared OMol25 structures with the same formula, charge and spin = 5.14 kcal per mole

```
66
Properties=species:S:1:pos:R:3:forces:R:3
Sc 0.335353 0.616534 -0.436617 -0.6 -0.7 -0.1
C -0.454106 2.368151 2.235607 0.0 -0.1 0.0
N -1.032205 2.131542 0.899617 0.0 -0.1 -0.1
C -2.396617 1.606246 1.077178 0.0 0.0 0.0
C -1.091117 3.418975 0.174770 0.0 0.0 0.1
C -1.406144 3.208005 -1.286563 0.0 0.0 -0.1
N -0.362792 2.392990 -1.933423 0.2 0.1 0.1
C 0.844615 3.221857 -2.164597 -0.1 0.0 0.0
C -0.854728 1.917746 -3.237645 0.0 0.0 0.1
H -1.088011 3.054353 2.807467 0.0 0.0 0.0
H 0.544865 2.783613 2.136515 0.0 0.0 0.0
H -0.387805 1.423451 2.775056 0.0 0.0 0.0
H -3.035454 2.354782 1.559146 0.0 0.0 0.0
H -2.363514 0.718225 1.700549 0.0 0.0 0.0
H -2.842569 1.335155 0.120118 0.0 0.0 0.0
H -0.127427 3.913401 0.295818 0.0 0.0 0.0
H -1.839878 4.073850 0.636544 0.0 0.0 0.0
H -1.509323 4.172657 -1.797593 0.0 0.0 0.0
H -2.360748 2.693647 -1.406439 0.0 0.0 0.0
H 0.573476 4.131250 -2.711315 0.0 0.0 0.0
H 1.567702 2.647817 -2.734312 0.0 0.0 0.0
H 1.311062 3.503531 -1.221696 0.0 0.0 0.0
H -1.069978 2.765521 -3.896834 0.0 0.0 0.0
H -1.768406 1.342298 -3.096437 0.0 0.0 0.0
H -0.103711 1.286868 -3.705082 0.0 0.0 0.0
C 3.535738 -0.128289 1.108117 0.1 -0.1 -0.1
C 2.200820 0.236648 0.584653 -0.2 0.5 -0.1
O 1.884945 1.461056 0.569283 0.5 0.2 0.3
H 3.942155 0.615204 1.794466 0.0 0.0 0.0
H 4.175747 -0.163572 0.216846 0.0 0.0 0.0
H 3.554515 -1.132582 1.527298 0.0 0.0 0.1
Cl 4.182383 -1.590635 -2.369242 0.0 0.0 0.0
C 3.305642 -0.540589 -3.517432 -0.1 0.0 0.0
Cl 4.037382 1.065253 -3.521044 0.0 0.0 0.0
Cl 3.362403 -1.224832 -5.128899 0.0 0.0 0.0
C 1.850173 -0.507460 -2.971317 0.0 -0.1 0.2
O 1.070486 -1.383818 -3.345631 0.0 0.1 0.1
O 1.618500 0.384266 -2.097679 0.1 -0.2 -0.1
C -2.115918 -1.350010 -1.985538 0.1 0.0 0.0
O -0.808583 -0.878059 -1.656132 0.2 0.1 0.0
H -2.140905 -2.439748 -1.964804 0.0 0.0 0.0
H -2.401713 -1.004074 -2.979366 0.0 0.0 0.0
H -2.818689 -0.963078 -1.251477 0.0 0.0 -0.1
H -0.145922 -1.194349 -2.356976 -0.1 0.1 0.0
C -3.135083 -2.172570 1.303704 -0.1 0.0 -0.1
C -2.011421 -1.877283 2.286794 0.0 -0.1 0.2
P -0.381593 -1.401766 1.571726 0.0 0.3 -0.3
C 0.612583 -1.286774 3.114335 0.0 0.0 0.2
C 0.896808 -2.600599 3.837865 0.0 -0.1 0.0
C 0.108687 -2.978766 0.783223 -0.1 -0.2 0.0
C 1.509587 -3.048662 0.190193 0.1 0.0 0.0
H -4.041775 -2.462210 1.834534 0.0 0.0 0.0
H -2.884317 -2.992226 0.629034 0.0 0.0 0.0
H -3.384352 -1.303869 0.692559 0.0 0.0 0.1
H -1.836430 -2.758295 2.910991 0.0 0.0 0.0
H -2.304176 -1.085334 2.983374 0.0 0.0 -0.1
H 0.053581 -0.612375 3.771574 0.0 0.0 0.0
H 1.547830 -0.769088 2.903599 0.0 0.0 -0.1
H -0.016224 -3.150755 4.067954 0.0 0.0 0.0
H 1.405097 -2.417629 4.784366 0.0 0.0 0.0
H 1.535046 -3.257954 3.246695 0.0 0.0 0.0
H -0.637973 -3.164637 0.006530 0.0 0.0 0.0
H -0.032020 -3.771920 1.523831 0.0 0.0 0.0
H 1.665730 -2.313921 -0.598815 0.0 0.0 0.0
H 1.680957 -4.036950 -0.236248 0.0 0.0 0.0
H 2.277737 -2.880203 0.947218 0.0 0.0 0.0
```
Forces are in eV/Å.